Entry 1:
20
Properties=species:S:1:pos:R:3:forces:R:3 method="wB97M-V/def2-TZVPD" de_lowest_kj_mol=578.85
H 0.819840 -2.613547 0.358997 -0.1598 0.1462 0.0311
N 0.529917 -1.743892 0.804070 -0.0853 1.6884 -0.9127
C 0.775095 -0.748165 0.020568 2.1243 -0.1293 2.3748
N 0.736791 0.654136 0.506799 -1.7708 -1.0439 -0.9837
C 1.941819 1.448158 0.233184 -0.1733 -0.5576 0.2495
N 0.221554 0.818173 1.830122 0.1677 -0.4491 -0.0345
H 1.498713 -0.835244 -0.800204 -0.8639 0.2306 -0.3857
H 1.806200 2.463573 0.607212 -0.1441 -0.1324 -0.1779
H 2.793563 1.003186 0.747884 0.1070 0.0195 0.0870
H 2.138352 1.445816 -0.838455 -0.1842 0.1287 0.0093
H -0.492877 1.541690 1.757366 0.0310 -0.1520 0.1677
H -0.253907 -0.066208 2.047164 0.2761 0.2494 0.0672
C -1.857106 -1.636768 -1.020377 -0.7322 0.6643 1.4858
O -1.259252 -0.371701 -0.989681 1.7933 1.9105 -0.9259
C -0.935348 1.218161 -0.671699 -1.2490 -0.6812 -3.7909
O -0.565271 1.866798 -1.617046 -0.1644 -1.4325 2.4534
H -2.943709 -1.554167 -0.923379 -0.1448 -0.0556 -0.4503
H -1.572610 -2.195582 -1.917007 -0.0072 0.1035 0.1093
H -1.562862 -2.121665 -0.084780 0.1683 -0.6677 -0.2894
H -1.818901 1.427248 -0.050739 1.0113 0.1601 0.9160

Entry 2:
A 5-piece molecular cluster, C27H59IO22P4 overall, computed with ωB97M-V with the def2-TZVPD basis set.

XYZ file:
```
113
Properties=species:S:1:pos:R:3:forces:R:3
C 3.284316 -1.179586 1.559668 -0.9313 -0.0333 -0.4473
C 2.812232 0.204071 1.210474 0.9906 -0.0831 0.7401
O 3.475199 1.179272 1.471757 -0.2535 0.3106 -0.2797
O 1.618622 0.240723 0.609388 0.0886 0.0572 -0.2272
C 1.305400 1.492181 -0.019833 -0.6002 0.6742 -0.5172
C 2.044344 1.747473 -1.330467 -0.0768 -0.4049 0.3754
C 1.778879 0.698997 -2.415052 0.3518 0.1635 0.5394
C 2.549468 -0.620604 -2.255973 -0.1502 -0.3829 -0.7589
C 1.742489 -1.857586 -2.699518 0.4375 0.2332 1.1162
C 0.807465 -2.372449 -1.577445 -0.7167 0.6057 -1.0990
C -0.646156 -2.083836 -1.976400 0.1893 -0.0504 0.3946
C -1.654593 -2.493966 -0.897095 -0.3713 0.4358 -0.5574
C -2.045793 -1.291701 -0.043409 0.3073 -2.3464 0.7323
O -2.199605 -1.807706 1.333113 0.1799 0.4444 0.0437
C -2.907567 -0.883950 1.995967 0.0037 0.5193 -0.1215
O -3.032698 -0.791776 3.168385 -0.0344 -0.1686 0.6985
O -3.482101 -0.014005 1.113659 -0.1703 -0.5201 0.0476
C -3.435150 -0.722729 -0.157451 0.3731 1.7596 0.1518
C -3.820601 0.281311 -1.248502 -0.3075 -0.8325 -0.2376
C -2.670437 0.854292 -2.032987 -0.1246 0.1159 -0.2131
O -1.845184 1.589745 -1.623310 0.2617 0.1150 0.2118
I -2.633909 0.264348 -4.126639 -0.0504 0.0470 0.0621
H 4.355245 -1.199007 1.700402 0.1211 0.0693 0.0853
H 2.749385 -1.516064 2.446606 0.0808 -0.0939 0.1493
H 2.990699 -1.834478 0.742393 0.1326 -0.2867 0.0553
H 0.241195 1.474868 -0.244641 -0.1394 -0.3490 0.1361
H 1.450475 2.326734 0.659749 0.2601 -0.0954 0.2561
H 1.666955 2.704015 -1.690776 0.1023 0.1937 0.0608
H 3.104228 1.851018 -1.100858 0.1580 0.0590 -0.2383
H 2.077939 1.138882 -3.364764 -0.1954 -0.0080 -0.1874
H 0.700901 0.539272 -2.451397 -0.1031 -0.0846 -0.0949
H 2.911383 -0.799580 -1.250632 0.1066 0.1768 0.1405
H 3.417224 -0.573526 -2.912963 0.2571 0.0962 0.1682
H 2.450454 -2.652933 -2.918840 -0.0026 -0.0239 -0.4491
H 1.174866 -1.557543 -3.578474 -0.0356 -0.4008 -0.2662
H 1.005182 -1.806990 -0.669239 0.1491 -0.3027 0.3076
H 0.919048 -3.443273 -1.426863 0.1627 -0.0655 0.2502
H -0.868554 -2.519036 -2.947381 -0.0590 -0.1945 -0.0304
H -0.696991 -1.006159 -2.118641 -0.1647 0.1037 -0.1768
H -2.561868 -2.923262 -1.323651 -0.0332 -0.0859 -0.1200
H -1.225875 -3.260688 -0.257913 0.0599 0.0166 0.1826
H -1.200147 -0.609113 0.019451 -0.3269 0.6042 -0.2570
H -4.182467 -1.506679 -0.052000 0.0577 -0.2688 -0.5080
H -4.499430 -0.209545 -1.937197 -0.0873 0.0392 -0.1044
H -4.366857 1.086526 -0.763594 0.0721 0.2159 -0.0023
C 3.353901 -0.576796 7.468660 0.1256 0.0575 0.4779
O 3.773831 -0.554451 6.107095 1.4587 1.3255 -2.7619
P 4.497040 -1.908557 5.497379 -2.1949 -4.8360 4.7505
O 3.330859 -2.827394 5.657921 -0.0305 0.4128 -0.4975
O 5.587267 -2.047244 6.715600 0.1953 0.5157 -0.5145
C 6.521800 -0.998380 6.982102 0.0520 -0.1222 0.0062
O 5.311353 -2.899003 4.451571 0.0964 2.4634 -1.3095
C 6.374897 -3.738702 4.883184 0.5579 0.1389 -0.0286
H 2.341164 -0.179456 7.497291 0.0010 -0.0212 -0.1493
H 3.361092 -1.578744 7.888654 -0.0190 -0.0602 -0.1262
H 4.001390 0.074521 8.059615 0.0208 -0.0313 -0.0312
H 6.453690 -0.729713 8.034918 -0.0230 0.0254 0.0005
H 6.333044 -0.114616 6.371277 -0.0417 0.0478 0.0792
H 7.531851 -1.357172 6.776729 -0.0150 -0.0136 -0.0066
H 6.062238 -4.344003 5.732308 -0.0570 0.0999 0.0386
H 7.265750 -3.163211 5.133348 0.0042 -0.0624 0.1000
H 6.618584 -4.386645 4.042986 -0.1392 0.0978 -0.0955
C -8.108560 -0.092578 -7.658115 -0.4531 0.0079 -0.0970
O -6.723971 0.252225 -7.653502 3.1428 0.4866 -0.9999
P -6.225263 1.423177 -6.612601 -5.4452 1.0149 3.7673
O -6.583389 0.799663 -5.311915 0.6714 -0.2734 -0.3398
O -7.362312 2.499130 -7.115707 0.4100 -0.0473 -0.3555
C -7.455707 2.880770 -8.490041 -0.0030 0.1076 0.1393
O -5.198015 2.577912 -6.046822 1.4202 -1.4822 -1.8048
C -5.592113 3.938906 -5.902162 0.0925 0.4298 -0.3328
H -8.168520 -1.178859 -7.639444 0.1335 0.0064 0.0372
H -8.639927 0.313656 -6.802199 0.1154 0.0129 0.0761
H -8.567727 0.266670 -8.580766 0.0506 0.0371 0.0252
H -8.480891 2.731989 -8.824756 -0.0043 -0.0176 -0.0172
H -6.781683 2.303506 -9.123838 -0.0695 -0.0466 -0.0353
H -7.206593 3.938961 -8.586252 -0.0078 -0.0034 0.0093
H -6.511248 4.011936 -5.324820 -0.0256 -0.0846 -0.0606
H -5.709383 4.428482 -6.867888 -0.0929 0.0256 0.0398
H -4.785073 4.438052 -5.368365 0.0915 -0.1842 -0.0022
C -8.045024 3.099977 3.622302 -0.0194 0.2391 0.3570
O -7.767475 2.387637 2.417565 1.0873 -0.9527 -2.6741
P -8.089246 0.789585 2.386976 -2.0619 -1.4384 4.9220
O -9.548962 0.692262 2.567717 0.1819 0.2046 -0.6144
O -7.278273 0.449433 3.766181 0.0263 0.2668 -0.2509
C -5.922545 0.883222 3.943928 0.0005 -0.2737 0.0366
O -7.709077 -0.608559 1.635594 0.5810 2.0565 -1.6333
C -7.162102 -1.716732 2.349017 0.4762 -0.1846 0.0376
H -8.575799 4.008217 3.344416 -0.0250 -0.0622 -0.1030
H -8.652948 2.523214 4.314053 -0.0436 -0.0853 -0.0878
H -7.105121 3.376968 4.101726 -0.0017 -0.0704 -0.0397
H -5.847740 1.429750 4.882683 -0.0378 0.0227 0.0011
H -5.587620 1.519207 3.124331 0.0245 0.0409 0.0401
H -5.273045 0.010882 3.992587 0.0410 0.0392 0.0131
H -7.780538 -1.962717 3.208773 0.0055 0.0859 0.0128
H -6.135832 -1.526534 2.660981 -0.0471 0.0049 0.0931
H -7.154537 -2.555489 1.654786 -0.1131 0.1151 -0.1173
C 6.887671 1.124828 1.156476 -0.1587 0.0913 0.5792
O 7.202227 1.289707 -0.229414 0.6733 1.0612 -2.7757
P 8.027443 0.099642 -0.965332 0.8013 -3.9701 3.6647
O 7.140301 -1.076638 -0.904520 -0.1628 0.4327 -0.4108
O 9.217741 0.024735 0.166527 -0.1286 0.2432 -0.1547
C 9.911851 1.201746 0.580746 0.0956 -0.1786 -0.0755
O 8.997075 -0.229672 -2.232276 -1.4054 2.2171 -0.4896
C 10.314865 -0.745440 -2.058847 0.4383 0.1603 -0.0412
H 5.839860 1.383503 1.290224 -0.0302 -0.0379 -0.1709
H 7.054687 0.108268 1.504982 0.0265 -0.0623 -0.1684
H 7.492384 1.815675 1.747074 0.0643 -0.0373 -0.0956
H 9.869840 1.268396 1.666674 -0.0070 0.0161 0.0124
H 9.483457 2.105827 0.146784 -0.0229 0.0217 0.0626
H 10.957291 1.128250 0.275461 -0.0035 -0.0030 0.0196
H 10.301703 -1.626225 -1.421091 -0.0585 0.0518 0.0507
H 10.990398 0.006806 -1.655420 -0.0069 -0.0591 0.0610
H 10.670102 -1.019724 -3.050218 -0.1769 0.0427 -0.0539
```
Forces are in eV/Å.

Results of the Mulliken charge analysis, in e, for atoms 1 through 6:
1 C -0.7819
2 C 0.7934
3 O -0.6626
4 O -0.3648
5 C -0.3909
6 C -1.0137

Number 1: orbital gap 9.7 eV, HOMO -9.0 eV. Number 2: orbital gap 8.1 eV, HOMO -9.5 eV.